Entry 1:
{"formula": "C20H57ClN3O11", "method": "the ωB97M-V functional and the def2-TZVPD basis", "elements": ["Cl", "O", "O", "O", "O", "C", "C", "C", "O", "C", "N", "H", "H", "H", "H", "H", "H", "H", "H", "H", "H", "H", "C", "C", "C", "O", "C", "N", "H", "H", "H", "H", "H", "H", "H", "H", "H", "H", "H", "C", "C", "C", "O", "C", "N", "H", "H", "H", "H", "H", "H", "H", "H", "H", "H", "H", "C", "C", "O", "H", "H", "H", "H", "H", "H", "C", "C", "O", "H", "H", "H", "H", "H", "H", "C", "C", "O", "H", "H", "H", "H", "H", "H", "C", "C", "O", "H", "H", "H", "H", "H", "H"], "positions_angstrom": [[-1.02769, -0.09873, -0.15519], [-1.10664, 1.21785, -0.66792], [0.39008, -0.53249, -0.16968], [-1.49439, -0.06689, 1.17566], [-1.84207, -1.01255, -0.93067], [-2.70380, -2.92666, 3.05487], [-2.37779, -1.76119, 3.97666], [-2.47892, -2.02372, 5.48137], [-1.91041, -1.01552, 6.32263], [-2.38268, -1.37859, 7.69894], [-0.98163, -1.26051, 3.91183], [-1.97341, -3.73527, 3.02693], [-2.78327, -2.70059, 1.99153], [-3.61964, -3.40147, 3.40686], [-3.11816, -0.97624, 3.82235], [-2.16550, -3.02769, 5.76756], [-3.56602, -2.04041, 5.55899], [-2.07190, -0.69029, 8.48491], [-1.89294, -2.27997, 8.06741], [-3.42422, -1.60778, 7.92425], [-0.60763, -2.17027, 3.68254], [-0.95807, -0.84867, 2.98991], [1.13754, 1.95877, 2.15999], [1.22553, 0.82571, 3.03664], [2.69999, 0.18454, 3.07324], [2.67993, -0.83691, 4.05821], [3.87527, -1.66194, 4.11252], [0.84983, 1.26904, 4.36936], [1.99849, 2.60571, 2.32833], [0.34755, 2.70469, 2.24726], [1.30629, 1.67256, 1.12186], [0.59088, 0.06343, 2.58471], [3.48553, 0.84195, 3.44586], [2.87954, -0.17054, 2.05846], [3.93563, -2.14995, 3.13974], [3.78947, -2.42915, 4.88202], [4.74647, -1.02492, 4.26518], [0.87767, 2.26990, 4.23672], [1.80210, 1.33751, 4.69888], [3.89905, 0.45369, -1.82068], [3.51859, 1.99404, -1.68936], [4.48885, 2.79950, -2.64637], [5.70570, 3.05334, -2.02237], [6.64688, 3.65085, -2.95453], [2.07735, 2.23637, -1.81954], [3.67489, 0.12742, -2.83626], [3.08789, -0.03517, -1.28111], [4.88591, 0.26082, -1.39994], [3.67607, 2.22339, -0.63546], [3.99623, 3.75430, -2.83018], [4.65994, 2.34437, -3.62191], [7.60690, 3.79170, -2.45793], [6.31821, 4.67190, -3.14827], [6.91991, 3.05513, -3.82555], [1.51129, 1.54226, -1.35275], [1.78050, 2.16351, -2.78217], [1.33606, -4.48099, -1.04740], [-0.16587, -4.72615, -0.86868], [-0.61777, -3.93731, 0.22862], [1.84583, -4.72994, -0.11668], [1.60198, -3.46618, -1.34329], [1.77592, -5.07466, -1.84876], [-0.43002, -5.70402, -0.46607], [-0.67669, -4.69881, -1.83118], [-0.79349, -3.08514, -0.17699], [0.17819, 0.15881, -4.05309], [0.62518, 1.08582, -5.20431], [1.27199, 2.08494, -4.51809], [-0.47940, 0.72682, -3.39503], [1.00786, -0.09791, -3.39443], [-0.32500, -0.75389, -4.37227], [-0.24732, 1.48954, -5.71798], [1.29184, 0.47525, -5.81330], [0.85784, 2.90377, -4.80023], [-5.35102, 5.54639, -1.36962], [-4.97567, 4.13207, -0.88892], [-3.58355, 4.13446, -0.53595], [-6.37969, 5.55035, -1.73006], [-4.71368, 5.60674, -2.25181], [-5.14082, 6.19942, -0.52258], [-5.07671, 3.40124, -1.69128], [-5.52285, 3.73739, -0.03281], [-3.30005, 3.24167, -0.74607], [-3.13812, -2.91744, -4.09898], [-3.79052, -1.74011, -4.84106], [-3.97138, -1.85149, -6.23270], [-3.70948, -3.83232, -4.25597], [-3.10447, -2.75008, -3.02243], [-2.12585, -3.06869, -4.47388], [-3.19270, -0.82921, -4.80998], [-4.78863, -1.61461, -4.42137], [-4.77687, -2.32547, -6.45210]], "mulliken_charge": [1.56, -0.67, -0.50, -0.75, -0.66, -1.46, 0.55, -1.06, -0.29, -0.89, -0.30, 0.37, 0.25, 0.43, 0.34, 0.37, 0.36, 0.32, 0.35, 0.34, 0.21, 0.14, -1.61, 1.99, -1.11, -0.25, -0.77, -0.51, 0.60, 0.44, -0.22, -0.89, 0.44, 0.46, 0.30, 0.23, 0.29, 0.37, 0.40, -1.26, 0.35, -0.75, -0.35, -0.77, 0.11, 0.40, 0.37, 0.39, 0.39, 0.43, 0.44, 0.28, 0.33, 0.31, 0.04, 0.21, -0.75, -0.30, -0.36, 0.24, 0.08, 0.39, 0.30, 0.18, 0.17, -0.68, -0.42, -0.50, 0.17, 0.15, 0.32, 0.39, 0.23, 0.26, -0.98, -0.26, -0.49, 0.33, 0.24, 0.29, 0.30, 0.30, 0.28, -0.78, -0.24, -0.56, 0.41, 0.18, 0.21, 0.15, 0.34, 0.30], "lumo_ev": [-0.27, -5.30], "total_charge": 0, "multiplicity": 2, "de_lowest_ev": 1.345, "s_squared": 0.755}

---

Entry 2:
{"formula": "C20H58BF4O17P2", "method": "the ωB97M-V functional and the def2-TZVPD basis", "elements": ["C", "C", "O", "O", "C", "C", "C", "C", "C", "C", "F", "F", "C", "F", "F", "C", "O", "B", "P", "P", "O", "O", "O", "O", "H", "H", "H", "H", "H", "H", "H", "H", "H", "H", "H", "H", "H", "H", "H", "H", "H", "H", "C", "O", "H", "H", "H", "H", "C", "O", "H", "H", "H", "H", "C", "O", "H", "H", "H", "H", "C", "O", "H", "H", "H", "H", "C", "O", "H", "H", "H", "H", "C", "O", "H", "H", "H", "H", "C", "O", "H", "H", "H", "H", "C", "O", "H", "H", "H", "H", "C", "O", "H", "H", "H", "H", "C", "O", "H", "H", "H", "H"], "positions_angstrom": [[0.06354, -2.28115, 2.45034], [0.64248, -2.74346, 0.97990], [1.98279, -2.69884, 0.80702], [-0.30538, -3.16851, -0.07090], [-0.40827, -1.99551, -0.98518], [-1.94752, -1.34277, -0.94670], [-1.79860, 0.30646, -0.73184], [-3.24744, 1.04016, -0.44981], [-3.30808, 1.82523, 1.02234], [-4.84652, 2.37738, 1.14429], [-4.74636, 3.74895, 1.76633], [-5.53603, 2.57375, -0.16855], [-5.84479, 1.46564, 2.07028], [-5.78470, 1.80406, 3.53978], [-5.74200, -0.00802, 1.81829], [-2.78162, 0.99421, 2.35721], [-1.33966, 1.38556, 2.50144], [-1.43635, 2.85397, 2.18416], [0.33170, 3.58074, 2.25034], [1.31444, 3.62702, 0.30657], [0.99098, 5.04092, -0.35242], [0.98071, 2.25907, -0.71752], [3.06065, 3.65072, 0.63342], [-2.19280, 2.82444, 0.91761], [0.94799, -2.41382, 3.22142], [-0.87939, -2.92043, 2.75771], [-0.19039, -1.13283, 2.42539], [-0.12464, -2.40178, -2.05899], [0.41961, -1.18905, -0.71624], [-2.38341, -1.54002, -2.03042], [-2.61875, -1.85103, -0.12720], [-1.38434, 0.70351, -1.77883], [-0.96876, 0.55551, 0.05475], [-3.40063, 1.80464, -1.35201], [-4.13571, 0.24530, -0.51092], [-6.95728, 1.75535, 1.74737], [-3.05006, -0.14003, 2.46350], [-3.24892, 1.59909, 3.26176], [-1.97062, 3.37649, 3.11231], [1.09011, 2.61782, 3.05630], [1.29350, 1.44647, -0.19695], [3.51506, 3.05160, -0.05847], [3.36846, 2.48386, -3.13233], [4.13361, 2.77909, -1.97831], [2.55741, 1.80577, -2.85694], [2.94702, 3.40722, -3.53718], [4.00484, 2.00296, -3.87933], [4.84499, 3.38204, -2.25353], [2.45034, -1.82798, -4.40796], [2.19437, -1.82329, -3.01554], [2.15080, -0.86479, -4.82748], [3.51786, -1.98296, -4.58255], [1.87305, -2.62519, -4.88277], [2.46992, -2.68986, -2.67132], [-4.28430, 6.22216, -0.99843], [-5.17617, 6.03590, 0.08520], [-4.33419, 7.26358, -1.32464], [-3.26570, 5.99163, -0.67687], [-4.57326, 5.56917, -1.82569], [-5.11005, 5.10350, 0.35282], [4.15474, -5.04369, 2.29095], [3.34568, -4.04861, 2.89062], [4.48350, -5.74572, 3.06070], [3.57481, -5.57965, 1.53562], [5.02837, -4.57560, 1.83060], [3.06922, -3.44078, 2.18389], [5.00411, -1.10645, -0.00526], [4.84061, -1.92413, -1.14940], [5.87466, -1.45212, 0.55697], [5.16142, -0.07070, -0.31603], [4.11415, -1.17787, 0.62492], [4.06137, -1.59371, -1.62791], [-6.43438, -0.98787, -1.76595], [-5.30959, -1.56998, -2.39872], [-6.09303, -0.20597, -1.08363], [-7.09135, -0.54867, -2.52066], [-6.97187, -1.75298, -1.20031], [-5.64346, -2.25950, -2.99744], [8.27048, -4.26477, 3.23340], [7.66073, -2.99123, 3.13003], [9.21038, -4.25489, 2.67668], [8.47376, -4.48821, 4.28357], [7.60679, -5.02291, 2.81033], [6.82974, -3.03047, 3.63329], [8.82352, -6.48521, 0.35232], [7.97936, -6.94746, 1.39063], [9.12328, -5.45733, 0.56923], [9.71283, -7.11769, 0.29578], [8.28309, -6.51227, -0.59713], [7.72980, -7.86111, 1.17076], [0.04635, 3.50296, -3.92169], [-0.93536, 3.73831, -2.92909], [-0.36596, 2.82935, -4.67648], [0.32332, 4.44913, -4.39301], [0.92458, 3.04053, -3.46441], [-0.54106, 4.33865, -2.27374], [-9.86845, 2.68278, 1.83126], [-8.74367, 2.10067, 1.19849], [-9.52710, 3.46468, 2.51359], [-10.52543, 3.12198, 1.07656], [-10.40594, 1.91767, 2.39691], [-9.07753, 1.41115, 0.59978]], "mulliken_charge": [-0.51, 0.59, -0.57, -0.42, 0.03, -0.25, 0.05, -0.34, 0.37, 0.90, -0.38, -0.35, 0.70, -0.31, -0.29, -0.71, -0.85, 1.83, -0.73, 0.98, -0.72, -0.22, -0.58, -0.56, 0.25, 0.31, 0.02, 0.12, 0.08, 0.15, 0.23, 0.03, -0.28, 0.35, -0.27, -0.17, 0.10, 0.37, -0.38, -0.01, 0.15, 0.31, -0.37, -0.46, -0.13, 0.36, 0.36, 0.24, -0.74, -0.33, 0.24, 0.29, 0.29, 0.27, -0.43, -0.61, 0.30, 0.15, 0.22, 0.33, -0.51, -0.52, 0.25, 0.28, 0.17, 0.36, -0.32, -0.51, 0.19, 0.23, 0.10, 0.30, -0.25, -0.46, -0.03, 0.27, 0.27, 0.28, -0.34, -0.52, 0.19, 0.28, 0.08, 0.31, -0.51, -0.47, 0.19, 0.27, 0.27, 0.28, -0.08, -0.41, 0.30, 0.33, -0.40, 0.22, -0.61, -0.47, 0.25, 0.25, 0.26, 0.24], "lumo_ev": 1.94, "total_charge": -1}

---

| no. | E (eV) |
| --- | --- |
| 1 | -61162.31230 |
| 2 | -86605.54942 |